(1)
Entry from OMol25: a structure of composition C22H35NO4P2Pd in a non-equilibrium geometry (the ωB97M-V functional and the def2-TZVPD basis).

Each line ends with the Löwdin charge.
CARTESIAN COORDINATES (ANGSTROEM)
Pd: 0.380 -0.250 -0.900  0.43
P: -0.488 0.594 -2.924  0.74
P: 1.214 -1.213 1.297  0.87
N: 1.574 -1.248 -2.057  -0.11
H: 0.586 1.269 -0.322  -0.03
C: -0.042 2.314 -3.353  -0.26
H: -0.537 2.618 -4.286  0.05
H: 1.046 2.371 -3.483  0.05
H: -0.340 2.989 -2.543  0.02
C: -2.297 0.547 -3.164  -0.26
H: -2.562 0.945 -4.154  0.05
H: -2.800 1.126 -2.382  0.02
H: -2.626 -0.496 -3.088  0.05
C: 0.086 -0.327 -4.391  -0.28
H: -0.410 0.041 -5.298  0.05
H: -0.142 -1.390 -4.255  0.04
H: 1.170 -0.213 -4.489  0.04
C: 2.553 -0.380 2.230  -0.20
H: 2.863 -1.018 3.070  0.06
H: 2.214 0.592 2.603  0.03
H: 3.397 -0.209 1.552  0.05
C: 0.467 -2.442 2.461  -0.22
H: 1.246 -3.058 2.932  0.05
H: -0.195 -3.102 1.882  0.06
H: -0.133 -1.963 3.240  0.04
C: 2.301 -2.498 0.502  -0.26
H: 2.825 -3.102 1.250  0.06
H: 3.028 -1.997 -0.146  0.03
H: 1.681 -3.146 -0.122  0.03
C: 2.496 -1.869 -2.736  -0.48
C: 4.668 -1.915 -3.869  -0.10
C: 3.733 -1.229 -3.120  -0.03
C: 2.307 -3.242 -3.118  -0.04
C: 3.259 -3.904 -3.864  -0.10
C: 4.436 -3.247 -4.254  -0.09
H: 5.593 -1.412 -4.162  0.10
H: 3.879 -0.193 -2.792  0.11
H: 1.378 -3.715 -2.791  0.11
H: 3.086 -4.941 -4.148  0.10
H: 5.179 -3.773 -4.856  0.10
C: -2.548 1.557 0.297  -0.48
O: -2.138 0.410 0.045  -0.04
C: -1.831 2.814 -0.075  -0.05
H: -1.943 3.564 0.718  0.09
H: -2.257 3.233 -0.998  0.09
H: -0.761 2.620 -0.201  0.02
C: -3.842 1.813 1.020  -0.02
H: -3.641 2.419 1.915  0.09
H: -4.310 0.867 1.304  0.09
H: -4.514 2.388 0.363  0.10
O: -2.408 -0.596 3.082  0.03
C: -2.292 0.452 3.919  -0.27
C: -3.236 0.562 4.952  -0.02
C: -3.211 1.672 5.787  -0.09
C: -2.277 2.697 5.587  -0.09
C: -1.329 2.582 4.567  -0.02
C: -1.289 1.447 3.757  -0.07
C: -0.196 1.296 2.739  -0.53
O: 0.654 2.175 2.577  0.03
O: -0.256 0.167 2.055  -0.26
H: -1.668 -0.498 2.398  0.07
H: -3.972 -0.238 5.040  0.12
H: -3.923 1.725 6.609  0.10
H: -2.279 3.584 6.229  0.10
H: -0.607 3.374 4.364  0.12

Properties
Frontier orbital gap (spin up / spin down) (eV): 6.35 / 4.05
HOMO (spin up / spin down) (eV): -5.7 / -7.2
2S+1: 5
LUMO level (spin up / spin down) (Ha): 0.0251 / -0.1163
Expectation value of S²: 6.07



(2)
Entry from OMol25: a cluster of 2 separate species, C3H5NS2 in total in a non-equilibrium geometry (the ωB97M-V functional and the def2-TZVPD basis).

Each line ends with the Löwdin charge.
CARTESIAN COORDINATES (ANGSTROEM)
N: -0.642 2.079 0.215  0.13
C: 0.248 1.311 -0.197  -0.29
C: 1.072 0.345 -0.574  -0.58
S: 2.419 -0.323 0.395  0.67
H: -1.507 1.675 0.512  -0.06
H: 1.037 -0.151 -1.611  0.10
H: 2.061 0.160 1.707  -0.06
C: -0.993 -1.223 -0.150  -0.61
S: -2.231 -0.349 0.409  0.63
H: -0.335 -1.865 0.502  0.03
H: -1.131 -1.660 -1.208  0.04

Properties
Frontier orbital gap (eV): 8.37
HOMO (eV): -8.7
LUMO level (Ha): -0.0110
SMILES: N=C=CS.C=S



(3)
Entry from OMol25: a cluster of 10 separate species, C60H50O18 in total in a non-equilibrium geometry (the ωB97M-V functional and the def2-TZVPD basis).

Each line ends with the Löwdin charge.
CARTESIAN COORDINATES (ANGSTROEM)
O: 2.635 0.741 8.984  0.13
C: 1.873 0.534 8.064  -0.42
C: 1.863 1.173 6.791  0.03
C: 0.914 1.001 5.798  0.04
C: -0.189 0.043 5.879  -0.38
O: -1.037 -0.108 5.018  0.10
C: -0.136 -0.605 7.229  0.02
C: 0.773 -0.417 8.206  0.02
H: 2.467 2.053 6.629  0.12
H: 1.109 1.538 4.882  0.10
H: -0.996 -1.210 7.475  0.11
H: 0.730 -1.097 9.044  0.12
O: -0.048 -2.876 3.694  0.08
C: 0.266 -3.556 4.670  -0.39
C: 1.616 -3.613 5.230  0.00
C: 1.979 -4.330 6.311  0.04
C: 1.096 -5.400 6.914  -0.33
O: 1.372 -6.157 7.896  0.07
C: -0.200 -5.457 6.244  0.03
C: -0.633 -4.544 5.281  0.05
H: 2.309 -2.900 4.809  0.12
H: 3.001 -4.202 6.636  0.12
H: -0.998 -6.128 6.524  0.12
H: -1.645 -4.641 4.916  0.12
O: 5.398 -1.947 -3.790  0.08
C: 4.302 -1.379 -4.041  -0.37
C: 3.924 -0.023 -3.613  0.02
C: 2.790 0.584 -3.981  0.03
C: 1.783 -0.069 -4.887  -0.39
O: 0.786 0.474 -5.274  0.11
C: 2.079 -1.487 -5.149  0.04
C: 3.301 -2.054 -4.867  0.03
H: 4.620 0.560 -3.029  0.11
H: 2.467 1.595 -3.779  0.08
H: 1.428 -1.941 -5.881  0.11
H: 3.565 -3.045 -5.205  0.12
O: -1.932 4.635 -2.372  0.11
C: -0.897 4.346 -2.960  -0.44
C: -0.955 3.836 -4.286  0.00
C: 0.099 3.546 -5.078  0.06
C: 1.534 3.746 -4.642  -0.37
O: 2.543 3.501 -5.299  0.11
C: 1.524 4.098 -3.236  0.02
C: 0.444 4.534 -2.529  0.03
H: -1.951 3.619 -4.641  0.12
H: -0.077 3.101 -6.046  0.10
H: 2.528 4.286 -2.886  0.12
H: 0.654 5.020 -1.587  0.12
O: -2.494 4.492 -10.364  0.11
C: -2.498 3.627 -9.486  -0.39
C: -1.570 2.525 -9.330  0.02
C: -1.455 1.655 -8.322  0.01
C: -2.388 1.680 -7.244  -0.38
O: -2.303 0.980 -6.223  0.09
C: -3.318 2.855 -7.276  0.03
C: -3.390 3.694 -8.334  0.01
H: -0.990 2.452 -10.238  0.12
H: -0.757 0.835 -8.405  0.13
H: -4.040 2.959 -6.480  0.12
H: -4.096 4.511 -8.317  0.12
O: 3.507 -2.046 -1.098  0.09
C: 2.710 -2.718 -0.417  -0.37
C: 1.348 -3.047 -0.855  0.02
C: 0.568 -3.904 -0.168  0.01
C: 0.942 -4.658 1.052  -0.29
O: 0.176 -5.408 1.767  0.06
C: 2.275 -4.161 1.511  0.02
C: 3.061 -3.283 0.858  0.01
H: 0.934 -2.490 -1.682  0.12
H: -0.455 -3.891 -0.514  0.09
H: 2.568 -4.578 2.463  0.11
H: 4.037 -3.159 1.304  0.12
O: -4.837 1.069 0.351  0.07
C: -3.905 1.832 0.727  -0.38
C: -3.150 1.412 1.911  0.02
C: -2.005 2.034 2.317  0.03
C: -1.538 3.324 1.799  -0.39
O: -0.552 3.947 2.167  0.10
C: -2.399 3.809 0.754  0.04
C: -3.543 3.159 0.318  0.04
H: -3.536 0.520 2.383  0.10
H: -1.502 1.471 3.089  0.09
H: -2.204 4.705 0.183  0.11
H: -4.219 3.470 -0.464  0.12
O: -2.494 -3.249 0.179  0.07
C: -3.534 -2.852 0.756  -0.34
C: -4.888 -3.308 0.362  0.03
C: -6.015 -3.080 1.135  0.05
C: -6.000 -2.303 2.446  -0.40
O: -6.942 -1.993 3.123  0.13
C: -4.625 -2.022 2.845  0.02
C: -3.492 -2.306 2.110  0.03
H: -5.064 -3.855 -0.552  0.11
H: -6.970 -3.392 0.737  0.11
H: -4.464 -1.927 3.909  0.12
H: -2.489 -2.376 2.505  0.11
O: 3.663 1.372 3.978  0.11
C: 3.763 1.586 2.790  -0.43
C: 4.665 0.889 1.855  0.02
C: 4.689 1.122 0.521  0.05
C: 3.834 2.162 -0.142  -0.38
O: 3.777 2.452 -1.309  0.11
C: 2.862 2.729 0.790  0.02
C: 2.860 2.485 2.126  0.00
H: 5.240 0.070 2.262  0.12
H: 5.514 0.697 -0.032  0.12
H: 2.150 3.407 0.344  0.11
H: 2.134 3.047 2.695  0.12
C: 1.358 -0.350 2.202  -0.07
C: 0.194 -0.531 1.245  -0.27
C: 0.334 0.253 -0.008  -0.21
C: -0.873 -0.072 -0.938  -0.18
C: -0.837 0.925 -2.104  -0.24
C: -1.780 0.401 -3.133  -0.12
H: 1.431 -1.181 2.903  0.06
H: 1.229 0.556 2.793  0.05
H: 2.262 -0.326 1.593  0.06
H: 0.018 -1.583 1.023  0.09
H: -0.742 -0.285 1.747  0.09
H: 1.251 0.002 -0.541  0.11
H: 0.538 1.285 0.279  0.10
H: -0.798 -1.135 -1.168  0.09
H: -1.805 0.015 -0.378  0.10
H: -1.154 1.889 -1.706  0.10
H: 0.113 0.902 -2.638  0.10
H: -1.527 0.951 -4.040  0.03
H: -1.613 -0.615 -3.492  0.08
H: -2.834 0.496 -2.876  0.09

Properties
Frontier orbital gap (eV): 7.77
HOMO (eV): -10.1
LUMO level (Ha): -0.0867
SMILES: O=C1C=CC(=O)C=C1.O=C1C=CC(=O)C=C1.O=C1C=CC(=O)C=C1.O=C1C=CC(=O)C=C1.O=C1C=CC(=O)C=C1.O=C1C=CC(=O)C=C1.O=C1C=CC(=O)C=C1.O=C1C=CC(=O)C=C1.O=C1C=CC(=O)C=C1.CCCCCC



Question: Number 1 is which compound?
Answer: C22H35NO4P2Pd